1.
C10H40HfN23O19 | ωB97M-V with the def2-TZVPD basis set

Atoms and positions in Å:
1 H 1.94 -2.48 -1.70
2 N -4.85 1.17 -0.18
3 H -0.14 -1.63 4.82
4 H 1.12 -6.27 0.60
5 N -2.24 1.53 -4.04
6 H 6.73 0.39 -3.40
7 H -2.57 -6.77 2.50
8 O -2.71 1.62 -0.63
9 O 2.04 0.56 0.78
10 C 0.20 -1.11 2.86
11 H -2.68 0.80 -3.51
12 C -1.15 2.11 -3.48
13 N -2.04 -1.69 -1.06
14 O 1.55 2.49 -0.96
15 N 0.42 -0.92 -3.75
16 H 3.91 2.02 1.10
17 H 1.39 -2.32 1.98
18 O -2.26 -1.31 -2.19
19 O 3.56 2.46 -1.58
20 N 3.61 -1.04 1.15
21 H 6.35 -0.09 -1.76
22 H -3.88 3.90 -1.12
23 H -2.93 2.23 4.57
24 H -1.66 -6.00 1.28
25 N -3.60 0.77 3.00
26 H 2.53 -5.20 0.83
27 H -1.52 -2.93 2.54
28 H -2.57 1.85 -4.94
29 H 3.40 -1.13 -2.06
30 H 5.11 0.81 0.95
31 H 0.00 3.67 -3.78
32 N -0.20 5.15 -0.96
33 O -0.75 1.74 -2.40
34 N 0.99 -2.09 2.88
35 H -4.72 0.19 0.04
36 H -1.72 -3.76 0.96
37 H -0.40 -3.74 -1.00
38 O 0.59 2.29 2.13
39 O 4.69 -0.65 -4.16
40 N 2.38 2.76 -1.79
41 H -0.23 6.16 -1.06
42 H -1.19 -0.46 4.16
43 C 1.25 -4.33 -0.03
44 O -2.18 -4.73 3.92
45 N -1.90 5.42 0.54
46 H 0.78 -2.87 3.49
47 C -1.07 4.62 -0.07
48 O -1.96 1.41 1.83
49 N -0.47 -1.15 4.00
50 C 0.96 -1.06 -2.58
51 H 3.09 -1.84 0.83
52 H -0.26 -5.38 -0.44
53 O -0.10 -0.43 1.87
54 H -1.54 6.34 0.74
55 N 4.19 1.07 1.28
56 C 3.14 0.20 1.15
57 N 0.92 2.61 3.30
58 H -1.41 3.46 -4.89
59 N -1.72 -3.74 1.97
60 N -0.83 3.19 -4.11
61 H -5.78 1.52 -0.32
62 O 0.77 -0.22 -1.68
63 H -3.80 0.52 3.96
64 O 1.43 1.77 4.09
65 N -4.45 3.09 -0.91
66 H 4.41 -1.32 1.71
67 H -5.40 3.15 -0.59
68 O 1.88 3.01 -2.93
69 O 1.82 -3.24 -0.04
70 H 4.83 -0.73 -1.09
71 N 0.16 -4.47 -0.60
72 O -1.01 3.44 0.11
73 C -3.91 1.90 -0.60
74 H -1.42 2.71 3.72
75 N 1.64 -2.15 -2.61
76 C -2.63 1.57 2.81
77 C 5.02 -0.56 -2.98
78 H -0.23 -0.14 -3.83
79 H 1.83 -2.53 -3.52
80 N -2.25 -5.90 2.10
81 N -2.38 2.43 3.74
82 H 0.67 4.66 -1.12
83 O 0.88 3.78 3.68
84 N 4.38 -0.89 -1.98
85 H 0.75 -1.41 -4.57
86 H -2.63 4.95 1.07
87 C -2.03 -4.77 2.72
88 H -3.78 0.09 2.28
89 O -2.34 -2.78 -0.59
90 N 6.24 -0.21 -2.75
91 N 1.56 -5.36 0.64
92 Hf -0.30 1.15 0.02
93 O -1.39 -0.91 -0.37

Computed properties:
- Molar mass: 965.1 g mol⁻¹
- LUMO: -2.39 eV
- Frontier orbital gap: 8.332 eV
- Charge: +1

Partial charges, Mulliken, in e:
1 H 0.051
2 N -0.307
3 H 0.159
4 H 0.210
5 N -0.467
6 H 0.276
7 H 0.249
8 O -0.280
9 O 0.031
10 C -0.253
11 H 0.194
12 C 0.215
13 N 0.406
14 O -0.370
15 N -0.289
16 H 0.265
17 H -0.434
18 O -0.619
19 O -0.639
20 N -0.189
21 H 0.166
22 H 0.220
23 H 0.231
24 H 0.097
25 N -0.360
26 H 0.297
27 H 0.140
28 H 0.148
29 H -0.045
30 H 0.241
31 H 0.262
32 N -0.403
33 O -0.480
34 N -0.242
35 H 0.251
36 H 0.089
37 H -0.036
38 O -0.398
39 O -0.727
40 N 0.594
41 H 0.192
42 H 0.121
43 C 0.687
44 O -0.698
45 N -0.410
46 H 0.365
47 C 0.260
48 O -0.407
49 N -0.302
50 C -0.082
51 H 0.085
52 H 0.103
53 O 0.375
54 H 0.233
55 N -0.434
56 C 0.081
57 N 0.470
58 H 0.157
59 N 0.088
60 N -0.360
61 H 0.149
62 O 0.463
63 H 0.277
64 O -0.641
65 N -0.459
66 H 0.215
67 H 0.154
68 O -0.650
69 O -0.753
70 H 0.060
71 N -0.290
72 O -0.309
73 C 0.283
74 H 0.129
75 N -0.222
76 C 0.154
77 C 0.747
78 H 0.038
79 H 0.124
80 N -0.325
81 N -0.433
82 H 0.112
83 O -0.614
84 N -0.015
85 H 0.224
86 H 0.289
87 C 0.585
88 H 0.141
89 O -0.821
90 N -0.421
91 N -0.413
92 Hf 4.778
93 O -0.334

***

2.
C10H40HfN23O19 | ωB97M-V with the def2-TZVPD basis set

Atoms and positions in Å:
1 O -2.29 1.41 -0.51
2 O 0.14 2.23 0.63
3 O 0.27 4.27 1.25
4 N 5.64 -3.57 0.10
5 N -3.25 1.17 3.33
6 H 2.68 -2.24 -4.07
7 H 6.38 -3.52 -0.58
8 H 5.32 -3.31 -1.93
9 O 1.94 0.49 -0.03
10 O -2.14 -2.24 -3.53
11 C -1.91 1.27 3.09
12 H 3.63 -3.01 -2.03
13 C -3.26 2.15 -0.32
14 H 0.25 -5.26 1.23
15 H -4.48 0.72 -2.34
16 H 3.89 3.07 5.11
17 H 2.09 0.35 3.49
18 O 1.53 2.00 3.52
19 N -1.33 2.17 3.81
20 H 5.04 0.39 0.74
21 H -3.84 0.62 2.73
22 N 4.09 0.07 0.67
23 H 0.01 -3.12 -2.79
24 C 1.18 -1.38 3.07
25 O 0.63 -1.03 2.03
26 O 0.83 3.69 -0.65
27 O -3.94 -2.47 -0.03
28 N 0.82 -2.43 3.72
29 O -1.38 0.75 2.19
30 O -5.07 2.07 -4.07
31 H 3.54 4.32 3.74
32 N -0.03 1.28 -4.10
33 O -2.45 -1.10 0.64
34 H -3.51 2.19 1.74
35 N -3.81 2.53 0.83
36 H 0.20 1.80 -4.93
37 H 1.81 2.80 -3.93
38 N -5.40 0.48 -2.67
39 H 2.65 1.91 5.66
40 H -6.02 -0.18 -2.21
41 C -5.81 1.20 -3.62
42 C 0.48 1.60 -3.04
43 N 3.55 2.06 -0.21
44 N -2.18 -1.10 -3.00
45 H -1.35 -5.28 -0.17
46 H -4.55 3.21 0.92
47 H 1.73 2.83 -2.29
48 N 3.00 2.60 5.01
49 H 3.27 -0.82 -3.22
50 O -1.68 -0.86 -1.96
51 H 2.88 2.65 -0.69
52 O -0.22 -2.45 -0.03
53 O 3.53 -2.83 0.52
54 Hf -0.36 -0.14 0.01
55 C 2.40 2.69 3.91
56 H 1.48 -4.03 1.12
57 C 4.47 -3.11 -0.24
58 H -3.44 1.66 4.19
59 O -3.78 -1.84 2.02
60 H -0.89 0.74 -4.11
61 H -0.35 2.40 3.78
62 H -7.36 1.18 -4.90
63 H 5.83 -3.62 1.09
64 H 3.82 -0.85 1.01
65 H 2.52 -1.06 4.47
66 N 0.39 3.38 0.40
67 O 1.02 -1.04 -1.77
68 H -7.18 -0.16 -3.68
69 C 3.13 0.84 0.14
70 H -1.93 2.62 4.49
71 H -3.83 2.38 -2.25
72 C 1.50 -1.74 -2.62
73 N 0.93 -2.79 -3.04
74 N 0.57 -4.38 0.85
75 H 2.68 3.85 2.31
76 H 1.07 -2.39 4.70
77 N -3.83 2.77 -1.32
78 C -0.28 -3.64 0.24
79 H 1.34 -3.41 -3.72
80 N 2.58 -1.55 -3.35
81 N -1.33 -4.27 -0.13
82 O -2.67 -0.21 -3.63
83 H -4.66 3.34 -1.16
84 N 2.83 3.76 3.30
85 N -3.49 -1.76 0.87
86 N -6.87 0.67 -4.18
87 H 4.40 2.27 0.30
88 H -1.97 -3.70 -0.66
89 N 1.56 2.27 -3.11
90 H 0.01 -2.99 3.51
91 N 4.49 -2.93 -1.50
92 O 0.11 1.26 -1.90
93 N 1.94 -0.60 3.78

Computed properties:
- Molar mass: 965.1 g mol⁻¹
- LUMO: -2.16 eV
- Frontier orbital gap: 8.005 eV
- Charge: +1

Partial charges, Mulliken, in e:
1 O 0.023
2 O -0.307
3 O -0.722
4 N -0.467
5 N -0.620
6 H 0.142
7 H 0.153
8 H 0.172
9 O -0.121
10 O -0.783
11 C 0.245
12 H 0.147
13 C 0.291
14 H 0.183
15 H -0.254
16 H 0.158
17 H 0.131
18 O -0.714
19 N -0.298
20 H 0.161
21 H 0.223
22 N -0.308
23 H 0.123
24 C 0.134
25 O -1.209
26 O -0.725
27 O -0.671
28 N -0.343
29 O 0.418
30 O -0.697
31 H 0.157
32 N -0.188
33 O -0.341
34 H 0.049
35 N -0.339
36 H 0.225
37 H 0.279
38 N -0.161
39 H 0.255
40 H 0.242
41 C 0.815
42 C -0.142
43 N -0.380
44 N 0.567
45 H 0.241
46 H 0.196
47 H 0.116
48 N -0.450
49 H 0.212
50 O 0.024
51 H 0.161
52 O -0.622
53 O -0.698
54 Hf 5.213
55 C 0.747
56 H 0.197
57 C 0.634
58 H 0.109
59 O -0.680
60 H 0.102
61 H 0.137
62 H 0.246
63 H 0.256
64 H 0.038
65 H 0.219
66 N 0.350
67 O 0.525
68 H 0.144
69 C -0.014
70 H 0.150
71 H 0.054
72 C -0.479
73 N -0.191
74 N -0.350
75 H 0.196
76 H 0.164
77 N -0.388
78 C 0.276
79 H 0.189
80 N -0.434
81 N -0.427
82 O -0.801
83 H 0.172
84 N -0.401
85 N 0.575
86 N -0.391
87 H 0.193
88 H 0.189
89 N -0.499
90 H 0.279
91 N -0.224
92 O 0.524
93 N -0.276